w:
{"formula": "C6H9N3O", "method": "ωB97M-V with the def2-TZVPD basis set", "symbols": ["C", "N", "C", "C", "C", "N", "C", "N", "H", "H", "H", "H", "H", "H", "H", "C", "O", "H", "H"], "positions_angstrom": [[-2.7513, 1.6513, -0.1403], [-1.6502, 1.3809, 0.4298], [-0.6300, 0.5665, 0.0752], [0.7570, 1.1505, 0.0935], [-0.9415, -0.7651, -0.2677], [-0.1002, -1.6490, -0.8474], [-2.2382, -1.2482, -0.3033], [-3.2525, -1.8275, -0.3596], [-3.4937, 2.2984, 0.3618], [-3.0508, 1.2058, -1.1139], [1.4998, 0.6148, 0.7878], [0.6338, 2.2051, 0.3217], [1.1543, 0.8064, -0.8516], [-0.4106, -2.6070, -0.5670], [0.9659, -1.4468, -0.6809], [3.3883, -0.6384, 0.7128], [2.7670, -0.7150, -0.3086], [2.9615, -0.9204, 1.7548], [4.3914, -0.0624, 0.9030]], "homo_lumo_gap_ev": 7.231, "total_charge": 0, "smiles": "C=N/C(C)=C(/N)C#N.C=O"}

***

x:
{"formula": "C6H9N3O", "method": "ωB97M-V with the def2-TZVPD basis set", "symbols": ["C", "C", "O", "N", "C", "N", "C", "C", "N", "C", "H", "H", "H", "H", "H", "H", "H", "H", "H"], "positions_angstrom": [[2.0831, 0.7480, 0.0833], [1.3256, 1.4164, -1.0256], [1.8388, 2.1321, -1.9192], [-0.0857, 1.1923, -1.1321], [-0.8332, 0.5825, -0.1240], [-1.7429, 1.1907, 0.5742], [-2.3485, 0.2346, 1.4041], [-1.7333, -0.9660, 1.0862], [-0.7608, -0.6555, 0.1539], [0.1313, -1.7343, -0.5048], [2.3964, -0.4416, -0.3549], [1.4363, 0.6665, 1.0117], [2.8820, 1.3511, 0.3452], [-0.6123, 2.0432, -1.2108], [-2.9373, 0.1899, 2.0942], [-1.9068, -1.9254, 1.7228], [0.4493, -1.4587, -1.5144], [0.9627, -2.1343, 0.0894], [-0.5447, -2.4313, -0.7791]], "homo_lumo_gap_ev": 9.223, "total_charge": 0, "smiles": "CC(=O)Nc1nccn1C"}

***

y:
{"formula": "C6H9N3O", "method": "ωB97M-V with the def2-TZVPD basis set", "symbols": ["N", "C", "C", "C", "C", "C", "C", "N", "N", "H", "H", "H", "H", "H", "H", "H", "O", "H", "H"], "positions_angstrom": [[3.7167, -0.5723, -0.4289], [2.7242, 0.0294, -0.2541], [1.2762, 0.2807, -0.2752], [0.5541, -0.2895, 0.9511], [-0.9322, -0.0620, 0.9145], [-1.8785, -0.4538, 1.8957], [-3.0974, -0.0467, 1.3888], [-2.8481, 0.4668, 0.1656], [-1.5448, 0.4728, -0.1379], [1.1224, 1.3659, -0.3551], [0.8742, -0.1635, -1.1985], [0.7500, -1.3683, 1.0253], [0.9645, 0.1711, 1.8608], [-1.6942, -0.9761, 2.8308], [-4.1023, -0.0717, 1.7996], [-3.5093, 0.9167, -0.4525], [2.5521, 0.4803, -3.3556], [1.7906, -0.0888, -3.5005], [3.2817, -0.0908, -2.8738]], "homo_lumo_gap_ev": 10.477, "total_charge": 0, "smiles": "N#CCCc1cc[nH]n1.O"}

***

In order of decreasing stability: y, x, w.

***

w:
{"formula": "C4H12NOS", "method": "ωB97M-V with the def2-TZVPD basis set", "symbols": ["C", "N", "C", "C", "S", "C", "H", "H", "H", "H", "H", "H", "H", "H", "H", "H", "H", "H", "O"], "positions_angstrom": [[-2.5865, -0.9959, 1.5066], [-2.1037, 0.0665, 0.6605], [-0.8500, -0.3855, -0.0837], [-0.2708, 0.8166, -0.8178], [1.4810, 0.6742, -1.1241], [-1.1462, -1.5788, -0.9439], [-2.9051, -1.9674, 1.1253], [-1.8182, -1.2999, 2.2282], [-3.4100, -0.7348, 2.1914], [-2.7985, 0.1653, -0.0759], [-0.1695, -0.6469, 0.7183], [-0.7259, 0.8441, -1.8246], [-0.6138, 1.7691, -0.3860], [-1.2205, -2.5105, -0.3733], [-0.3679, -1.7445, -1.7104], [-2.0927, -1.4610, -1.5071], [3.1436, 0.3293, 1.0212], [3.0750, 1.6855, 1.4342], [3.6729, 0.9389, 1.5583]], "homo_lumo_gap_ev": [10.354, 6.968], "multiplicity": 2, "total_charge": 0, "s2": 0.753}

***

x:
{"formula": "C4H12NOS", "method": "ωB97M-V with the def2-TZVPD basis set", "symbols": ["C", "N", "C", "C", "S", "C", "H", "H", "H", "H", "H", "H", "H", "H", "H", "H", "H", "H", "O"], "positions_angstrom": [[0.7520, -1.8916, -0.5698], [0.2598, -0.5135, -0.5471], [-0.1092, -0.0437, 0.8091], [-0.9073, 1.2444, 0.6158], [-1.6119, 1.9540, 2.1097], [1.1033, 0.1905, 1.7114], [0.1228, -2.5346, 0.0493], [0.6681, -2.2686, -1.5843], [1.7680, -1.9904, -0.2079], [1.0182, 0.1003, -0.8340], [-0.7594, -0.7901, 1.2713], [-0.2835, 2.0314, 0.1816], [-1.7063, 1.1008, -0.1172], [1.6650, -0.7183, 1.9188], [0.7108, 0.5943, 2.6536], [1.7318, 0.9884, 1.3001], [-1.4289, 1.6182, -3.1106], [-1.3618, 0.2434, -2.4173], [-1.6317, 0.6850, -3.2325]], "homo_lumo_gap_ev": [10.148, 6.997], "multiplicity": 2, "total_charge": 0, "s2": 0.753}

***

In order of decreasing stability: x, w.

***

w:
{"formula": "C5H25NO7", "method": "ωB97M-V with the def2-TZVPD basis set", "symbols": ["C", "N", "C", "C", "C", "C", "O", "H", "H", "H", "H", "H", "H", "H", "H", "H", "H", "H", "H", "H", "O", "H", "H", "O", "H", "H", "O", "H", "H", "O", "H", "H", "O", "H", "H", "O", "H", "H"], "positions_angstrom": [[1.6899, 2.1377, -1.0598], [0.3531, 1.6897, -0.5772], [0.0934, 2.3660, 0.7080], [0.2974, 0.1803, -0.2473], [1.0692, -0.5662, -1.3083], [0.4891, -2.0220, -1.5837], [-0.3939, -2.4407, -0.5587], [2.3683, 1.3424, -1.3175], [1.6284, 2.8989, -1.8664], [2.0406, 2.8063, -0.2231], [0.9011, 2.3697, 1.4617], [-0.2557, 3.4000, 0.4393], [-0.8712, 1.9737, 1.0757], [-0.7183, -0.1255, -0.1498], [0.6905, -0.1093, 0.7198], [1.0267, -0.0750, -2.2821], [2.1425, -0.6695, -1.2006], [1.3441, -2.6905, -1.4032], [0.0943, -2.1494, -2.5907], [0.0610, -2.3607, 0.3158], [0.7739, -2.0936, 1.9120], [-0.1058, -1.9211, 2.3183], [1.1302, -2.8911, 2.3441], [-1.1772, -0.6330, 2.9629], [-1.9178, -0.8719, 2.3842], [-1.4745, -0.8241, 3.8575], [-2.5920, -2.1255, 0.8453], [-2.7062, -2.7203, 0.1000], [-2.9120, -1.2788, 0.4963], [3.0661, -0.3145, 1.8786], [2.8407, -0.4113, 0.9497], [2.3758, 0.1278, 2.3701], [-3.1668, 0.0092, -1.0002], [-2.6839, 0.2680, -1.7917], [-2.6517, 0.4327, -0.3076], [-1.0625, 2.5074, -2.9180], [-0.7075, 1.6785, -2.5863], [-1.0795, 3.1058, -2.1675]], "homo_lumo_gap_ev": 9.357, "total_charge": 0, "smiles": "CN(C)CCCO.O.O.O.O.O.O"}

***

x:
{"formula": "C5H25NO7", "method": "ωB97M-V with the def2-TZVPD basis set", "symbols": ["C", "C", "C", "C", "N", "C", "O", "H", "H", "H", "H", "H", "H", "H", "H", "H", "H", "H", "H", "H", "O", "H", "H", "O", "H", "H", "O", "H", "H", "O", "H", "H", "O", "H", "H", "O", "H", "H"], "positions_angstrom": [[-1.5165, -2.8321, 2.3625], [-1.1522, -1.5438, 1.6666], [-0.6275, -1.7169, 0.2385], [-1.7195, -1.8533, -0.8634], [-1.9686, -0.5978, -1.5494], [-2.0562, 0.6061, -0.8346], [-3.0806, 0.7052, 0.1018], [-0.5866, -3.3917, 2.5267], [-2.0250, -3.4978, 1.6555], [-2.0797, -2.7187, 3.2844], [-2.0247, -0.8877, 1.5492], [-0.5736, -0.8552, 2.2501], [-0.0562, -2.6496, 0.2097], [-0.0212, -0.8529, -0.0376], [-1.3312, -2.5393, -1.6000], [-2.6008, -2.1706, -0.3222], [-1.5194, -0.5366, -2.4479], [-1.1333, 0.8813, -0.2801], [-1.9913, 1.4893, -1.4890], [-3.9559, 0.4744, -0.2268], [2.8468, 0.8439, -0.8033], [3.0876, 1.2226, 0.0480], [3.3639, 0.0326, -0.8025], [3.6317, 1.7022, 2.7593], [2.7470, 1.9113, 3.0784], [3.7962, 0.7692, 2.9293], [-0.0656, 2.4146, 1.8434], [-0.4257, 1.6629, 1.3559], [-0.2119, 3.0682, 1.1428], [1.9272, -2.5751, -1.6937], [2.2050, -2.5681, -2.6164], [2.3432, -1.8124, -1.2862], [0.3239, 3.9776, -0.7990], [1.1137, 4.5167, -0.8505], [-0.0100, 3.6617, -1.6390], [1.4632, 2.0936, -3.0315], [1.9578, 1.5310, -3.6389], [1.9261, 2.0347, -2.1901]], "homo_lumo_gap_ev": 8.528, "total_charge": 0, "smiles": "CCCCNCO.O.O.O.O.O.O"}

***

In order of decreasing stability: x, w.

***

w:
{"formula": "C4H7IO", "method": "ωB97M-V with the def2-TZVPD basis set", "symbols": ["C", "C", "C", "C", "O", "I", "H", "H", "H", "H", "H", "H", "H"], "positions_angstrom": [[0.0186, 1.0330, -0.0348], [0.7600, -0.1269, 0.4807], [-1.3409, 0.9753, -0.6972], [0.4106, -1.5562, 0.5211], [0.2123, 0.7934, 1.3295], [3.3255, 0.1030, -0.3023], [0.6026, 1.8377, -0.4231], [-2.0475, 0.3483, -0.0881], [-1.4432, 0.1955, -1.4874], [-1.6599, 2.0308, -0.9534], [1.3701, -2.1218, 0.5677], [-0.1409, -1.7997, -0.3401], [-0.0671, -1.7122, 1.4274]], "homo_lumo_gap_ev": 8.128, "total_charge": 0}

***

x:
{"formula": "C4H7IO", "method": "ωB97M-V with the def2-TZVPD basis set", "symbols": ["C", "C", "C", "H", "H", "H", "H", "H", "H", "O", "C", "I", "H"], "positions_angstrom": [[0.6107, 1.2536, -0.2171], [0.9270, 0.0136, -0.1636], [0.7420, -1.0526, -1.1414], [0.7453, 1.7196, 0.7220], [0.0954, 1.6270, -1.1176], [1.4160, -0.4023, 0.8284], [-0.2390, -0.7799, -1.6034], [0.7084, -1.9670, -0.6979], [1.6691, -1.0147, -1.7972], [-2.3597, -0.8426, 0.6691], [-1.7843, 0.1244, 1.0201], [-0.9840, 0.2499, 3.0896], [-1.5470, 1.0711, 0.4091]], "homo_lumo_gap_ev": 9.863, "total_charge": 0, "smiles": "C=CC.O=CI"}

***

In order of decreasing stability: x, w.

***

w:
{"formula": "C7H7Br", "method": "ωB97M-V with the def2-TZVPD basis set", "symbols": ["Br", "C", "C", "C", "C", "C", "C", "C", "H", "H", "H", "H", "H", "H", "H"], "positions_angstrom": [[-3.4382, 0.1685, 0.0136], [-1.6788, -0.1703, 0.3660], [-1.0836, -1.3841, 0.2211], [0.3114, -1.6537, -0.0859], [1.3708, -0.8759, -0.3011], [1.6276, 0.6235, -0.4339], [0.8257, 1.6321, -0.1781], [-0.6458, 1.1922, 0.4266], [-1.8740, -2.2554, 0.1653], [0.5095, -2.7830, -0.1377], [2.1933, -1.4782, -0.4815], [2.5963, 0.9334, -0.7806], [1.0516, 2.7411, -0.3330], [-0.4269, 1.2851, 1.4010], [-1.3388, 2.0246, 0.1381]], "homo_lumo_gap_ev": 8.277, "total_charge": 0, "smiles": "BrC1=CC=CC=CC1"}

***

x:
{"formula": "C7H7Br", "method": "ωB97M-V with the def2-TZVPD basis set", "symbols": ["C", "C", "C", "C", "C", "C", "C", "Br", "H", "H", "H", "H", "H", "H", "H"], "positions_angstrom": [[1.1114, -2.7290, 0.5432], [2.3075, -2.5093, 0.3648], [0.7179, 0.0095, -0.8157], [3.5725, -2.1029, 0.3649], [0.7301, 1.4019, -0.4012], [-0.5151, -0.0146, -1.3169], [-0.7610, 1.3908, -0.8221], [4.0700, -0.3574, -0.2108], [0.1719, -3.0018, 0.5051], [1.0678, 1.6341, 0.6701], [1.4490, 1.8606, -1.0746], [4.4367, -2.6513, 0.7452], [-1.2601, -0.7314, -1.6180], [-1.3577, 1.5073, 0.1542], [-0.9949, 2.1833, -1.5480]], "homo_lumo_gap_ev": [7.560, 8.122], "total_charge": 0}

***

In order of decreasing stability: w, x.

***

w:
{"formula": "C16H47N3O6", "method": "ωB97M-V with the def2-TZVPD basis set", "symbols": ["C", "O", "C", "C", "C", "N", "H", "H", "H", "H", "H", "H", "H", "H", "H", "H", "H", "C", "O", "C", "C", "C", "N", "H", "H", "H", "H", "H", "H", "H", "H", "H", "H", "H", "C", "O", "C", "C", "C", "N", "H", "H", "H", "H", "H", "H", "H", "H", "H", "H", "H", "C", "C", "O", "H", "H", "H", "H", "H", "H", "C", "O", "H", "H", "H", "H", "C", "O", "H", "H", "H", "H"], "positions_angstrom": [[-2.0864, 0.8524, -3.8594], [-0.7147, 0.7215, -3.5714], [0.0263, 0.3055, -4.7027], [1.4403, -0.0452, -4.2749], [2.1656, 1.1059, -3.5894], [2.2606, -0.5098, -5.4087], [-2.2854, 1.4589, -4.7510], [-2.5536, 1.3511, -3.0080], [-2.5828, -0.1159, -3.9891], [-0.4319, -0.5274, -5.2522], [0.0790, 1.1381, -5.4312], [1.3672, -0.9073, -3.6016], [3.1042, 0.7042, -3.2141], [1.5903, 1.5441, -2.7776], [2.3551, 1.8393, -4.3771], [2.2089, 0.1592, -6.1725], [1.8738, -1.3756, -5.7700], [3.4685, -7.1093, 2.3983], [2.3979, -6.1856, 2.3378], [2.1234, -5.7380, 1.0364], [1.1908, -4.5512, 1.1303], [0.4653, -4.2640, -0.1672], [1.9014, -3.3255, 1.5700], [4.4020, -6.6520, 2.0540], [3.2736, -7.9953, 1.7833], [3.5476, -7.4004, 3.4423], [3.0359, -5.4439, 0.4908], [1.6821, -6.5515, 0.4363], [0.4770, -4.7701, 1.9285], [0.0128, -5.1443, -0.6298], [1.1413, -3.8720, -0.9341], [-0.3174, -3.5338, 0.0214], [2.7309, -3.2063, 0.9937], [2.2589, -3.5277, 2.5011], [0.4470, 5.8836, 2.6395], [-0.8543, 5.7856, 2.1117], [-1.7719, 5.1061, 2.9537], [-2.8104, 4.4094, 2.0881], [-3.7299, 3.5972, 2.9876], [-2.2292, 3.5157, 1.0914], [0.7907, 4.9255, 3.0412], [0.5093, 6.6521, 3.4188], [1.1027, 6.1706, 1.8178], [-1.2580, 4.3819, 3.5966], [-2.2782, 5.8504, 3.5843], [-3.4114, 5.1731, 1.5903], [-4.2206, 4.1876, 3.7666], [-3.1350, 2.8622, 3.5454], [-4.4839, 3.0551, 2.4224], [-1.6940, 4.0938, 0.4429], [-1.5024, 2.9666, 1.5512], [-1.7356, -2.6884, 2.6563], [-0.6537, -2.4352, 3.6835], [0.1841, -1.3374, 3.3697], [-1.2835, -2.7303, 1.6622], [-2.4657, -1.8790, 2.6355], [-2.2605, -3.6263, 2.8423], [-0.0521, -3.3251, 3.9213], [-1.1076, -2.2054, 4.6548], [0.5620, -1.5455, 2.5029], [-0.3662, 3.6681, -2.3664], [-1.2130, 4.7778, -2.0994], [0.6141, 3.8967, -1.9409], [-0.6390, 2.6725, -2.0140], [-0.1625, 3.5923, -3.4432], [-1.9427, 4.7097, -2.7205], [0.3974, -0.0698, -0.5498], [0.4137, 1.1958, 0.0955], [1.3341, -0.5925, -0.3767], [-0.4390, -0.6885, -0.1937], [0.2065, -0.0003, -1.6211], [-0.4697, 1.5662, 0.0100]], "homo_lumo_gap_ev": 9.786, "total_charge": 0, "smiles": "COC[C@H](C)N.COC[C@H](C)N.COC[C@H](C)N.CCO.CO.CO"}

***

x:
{"formula": "C16H47N3O6", "method": "ωB97M-V with the def2-TZVPD basis set", "symbols": ["C", "O", "C", "C", "C", "N", "H", "H", "H", "H", "H", "H", "H", "H", "H", "H", "H", "C", "O", "C", "C", "C", "N", "H", "H", "H", "H", "H", "H", "H", "H", "H", "H", "H", "C", "O", "C", "C", "C", "N", "H", "H", "H", "H", "H", "H", "H", "H", "H", "H", "H", "C", "C", "O", "H", "H", "H", "H", "H", "H", "C", "C", "O", "H", "H", "H", "H", "H", "H", "O", "H", "H"], "positions_angstrom": [[3.0323, -2.1966, 1.9001], [2.7555, -1.3600, 3.0145], [3.9022, -0.7085, 3.5252], [3.4454, 0.1262, 4.7185], [2.4506, 1.1875, 4.2793], [4.5630, 0.7724, 5.4041], [3.3189, -1.5377, 1.0732], [2.1102, -2.7072, 1.6256], [3.7875, -2.9395, 2.1689], [4.6258, -1.4686, 3.8499], [4.3697, -0.0899, 2.7476], [2.9331, -0.5291, 5.4249], [2.2350, 1.9243, 5.0566], [1.5032, 0.7421, 3.9794], [2.8497, 1.7920, 3.4562], [4.9867, 1.4696, 4.7940], [5.3267, 0.1180, 5.5612], [2.2608, -2.8406, -2.4478], [0.9699, -2.9475, -2.9671], [0.0602, -3.4238, -1.9916], [-1.2103, -3.9036, -2.6600], [-0.9524, -5.0796, -3.5973], [-1.8704, -2.8538, -3.4379], [2.3462, -2.1182, -1.6248], [2.9214, -2.4782, -3.2395], [2.6900, -3.7957, -2.1197], [0.5225, -4.2545, -1.4372], [-0.1234, -2.6576, -1.2271], [-1.9323, -4.1902, -1.8881], [-0.4360, -5.9194, -3.1238], [-0.2859, -4.7435, -4.3938], [-1.8788, -5.4745, -4.0094], [-1.6379, -1.9177, -3.1184], [-1.5713, -2.8586, -4.4069], [-3.2136, 4.1960, -3.9102], [-2.5127, 3.2842, -4.7093], [-2.3868, 1.9740, -4.2062], [-1.7895, 1.8359, -2.8206], [-0.4088, 2.5279, -2.7404], [-1.7051, 0.4276, -2.4101], [-2.6761, 4.4543, -2.9920], [-4.2169, 3.8191, -3.6559], [-3.3738, 5.0801, -4.5269], [-3.3997, 1.5411, -4.2153], [-1.7959, 1.3660, -4.8966], [-2.4152, 2.3916, -2.1122], [0.2376, 2.1852, -3.5508], [0.0335, 2.3982, -1.7526], [-0.5192, 3.6131, -2.8651], [-0.8215, 0.1195, -2.8208], [-1.5012, 0.4451, -1.4069], [-0.6428, -1.0002, 2.4935], [-0.0758, -0.3239, 1.2472], [-1.1313, 0.3208, 0.5163], [-1.3155, -1.8154, 2.2255], [-1.0729, -0.2876, 3.1978], [0.1649, -1.4552, 3.0814], [0.4604, -0.9870, 0.5757], [0.5740, 0.4679, 1.6344], [-1.2624, 1.2159, 0.8740], [-0.7462, 3.6504, 3.2932], [-1.7633, 3.3493, 2.1894], [-1.0726, 3.0498, 0.9660], [0.0143, 4.3458, 2.9322], [-0.2108, 2.7285, 3.5288], [-1.1906, 4.0433, 4.2073], [-2.4820, 4.1561, 2.0373], [-2.3274, 2.4708, 2.5115], [-0.9583, 3.8900, 0.5131], [-3.7198, -0.7815, 0.5671], [-2.7583, -0.7079, 0.7243], [-4.0864, -1.1268, 1.3874]], "homo_lumo_gap_ev": 9.038, "total_charge": 0, "smiles": "COC[C@H](C)N.COC[C@H](C)N.COC[C@H](C)N.CCO.CCO.O"}

***

In order of decreasing stability: x, w.